Computed, not measured: a structure of composition C35H83N7NbO13, with ωB97M-V/def2-TZVPD.

The geometry in XYZ format:
```
139
Properties=species:S:1:pos:R:3:forces:R:3
C 2.552 6.024 3.155 -1.286 0.384 0.155
Nb 4.037 4.233 3.265 -0.819 -0.558 0.602
C 5.573 5.761 3.953 1.326 2.185 -0.592
C 6.823 6.040 2.941 3.925 1.658 2.792
N 8.010 6.496 3.530 -3.933 -1.793 -3.252
C 4.603 4.451 1.039 0.426 0.618 -0.729
C 4.418 5.958 0.438 2.336 -0.407 -6.432
O 4.758 6.133 -0.869 -2.112 -0.609 7.426
C 2.259 2.974 2.537 -1.375 0.193 -0.320
C 2.374 1.376 2.804 -0.434 -0.639 -1.160
N 1.249 0.714 1.981 0.699 -0.798 1.108
C 5.432 2.462 3.460 1.346 -1.792 0.120
C 6.755 2.652 4.406 0.892 -1.629 -0.020
C 6.461 2.275 6.010 0.777 -0.216 0.321
C 6.545 3.568 7.012 -4.026 2.539 3.860
O 5.600 3.934 7.906 6.116 -2.587 -5.899
O 7.774 4.410 6.926 -2.924 -0.762 -1.002
O 3.435 4.068 5.325 0.920 -0.672 -1.841
N 3.135 2.794 5.625 -2.091 1.358 2.423
O 2.279 2.790 6.498 1.450 -0.931 -1.485
H 3.002 7.008 3.599 -0.981 -1.577 -1.040
H 2.134 6.176 2.050 0.724 -0.097 2.331
H 1.635 5.720 3.854 1.773 0.704 -1.517
H 6.017 5.382 4.966 -0.696 0.632 -1.840
H 5.089 6.826 4.194 1.127 -2.228 -0.569
H 6.860 5.893 1.783 -0.658 0.206 2.164
H 8.743 6.639 2.772 -1.215 -0.318 0.898
H 4.002 3.700 0.338 1.364 1.725 1.348
H 5.759 4.177 0.945 -2.363 0.684 -0.110
H 4.081 6.921 1.007 0.519 -1.971 -0.690
H 1.268 3.381 3.060 1.936 -0.991 -1.065
H 2.106 3.169 1.375 0.170 -0.640 2.329
H 3.376 0.922 2.350 -1.766 1.178 1.477
H 2.180 1.026 3.915 0.830 1.099 -2.186
H 0.925 -0.161 2.492 0.755 1.311 -1.185
H 1.610 0.475 1.030 -0.642 0.051 1.265
H 5.838 2.203 2.367 -0.786 0.497 2.091
H 4.932 1.445 3.838 0.910 2.184 -0.805
H 7.342 3.652 4.270 -1.302 -1.748 0.447
H 7.515 1.797 4.057 -1.447 1.897 0.790
H 7.321 1.526 6.366 -1.677 1.819 -0.689
H 5.455 1.644 6.132 2.086 1.970 -0.122
H 7.535 5.319 6.537 0.190 -1.880 0.911
C -1.935 3.107 -4.316 0.075 0.263 0.274
O -2.330 3.445 -2.993 -0.304 -0.256 -0.475
C -3.552 2.813 -2.593 0.271 -0.051 0.784
C -3.284 1.764 -1.502 0.108 0.156 -0.590
N -2.571 0.602 -2.045 -0.097 0.170 0.167
C -2.071 -0.315 -1.016 0.414 0.151 -0.284
C -1.001 0.224 -0.047 -0.081 -0.429 -0.073
O 0.255 0.511 -0.668 -0.630 0.118 -0.141
C 0.339 1.801 -1.258 0.286 -0.067 0.146
H -1.092 3.745 -4.594 -0.090 -0.028 0.139
H -1.611 2.068 -4.372 -0.039 -0.157 -0.200
H -2.750 3.286 -5.027 0.040 -0.094 -0.001
H -4.096 2.383 -3.442 0.226 -0.083 0.004
H -4.183 3.601 -2.165 0.011 -0.042 -0.002
H -4.238 1.435 -1.076 0.312 0.027 -0.093
H -2.701 2.247 -0.713 -0.074 0.238 0.086
H -1.780 0.927 -2.596 -0.191 -0.078 0.119
H -1.639 -1.172 -1.549 0.006 0.034 0.123
H -2.919 -0.700 -0.440 -0.034 0.131 0.040
H -0.795 -0.570 0.680 0.043 0.089 -0.065
H -1.352 1.080 0.540 0.118 0.048 -0.148
H -0.255 2.547 -0.720 -0.003 -0.132 -0.073
H 0.041 1.754 -2.308 -0.134 0.298 -0.013
H 1.388 2.113 -1.230 -0.101 -0.043 0.071
C -7.354 -4.600 0.158 -0.105 -0.055 -0.327
O -8.074 -3.955 -0.884 -0.182 -0.039 0.546
C -9.193 -3.197 -0.409 0.047 0.456 -0.595
C -8.941 -1.692 -0.594 0.367 -0.495 0.450
N -7.906 -1.208 0.325 -0.171 -0.027 -0.259
C -7.448 0.153 0.033 0.387 -0.263 0.027
C -6.737 0.386 -1.314 0.277 0.183 0.365
O -5.468 -0.265 -1.422 -0.963 -0.130 -0.153
C -5.535 -1.618 -1.850 0.446 0.043 0.046
H -6.624 -5.274 -0.298 -0.298 0.155 0.000
H -6.816 -3.873 0.767 0.071 -0.037 0.224
H -8.025 -5.196 0.788 0.056 0.071 0.043
H -9.449 -3.439 0.629 0.236 0.060 -0.045
H -10.048 -3.482 -1.032 0.027 0.036 0.047
H -9.873 -1.145 -0.409 0.060 -0.003 0.011
H -8.647 -1.530 -1.635 -0.196 -0.077 -0.188
H -7.105 -1.833 0.280 -0.201 0.145 0.009
H -6.747 0.422 0.833 -0.066 0.053 -0.185
H -8.297 0.840 0.116 -0.033 -0.049 -0.089
H -6.523 1.459 -1.384 0.025 -0.051 0.032
H -7.371 0.152 -2.176 0.016 -0.196 0.017
H -6.369 -1.800 -2.536 -0.040 0.036 0.125
H -5.594 -2.284 -0.986 -0.106 -0.180 -0.109
H -4.603 -1.849 -2.375 -0.080 0.160 0.074
C -0.493 -5.974 3.825 0.281 0.098 -0.225
O -0.279 -6.373 2.477 -0.280 -0.370 0.389
C -0.866 -7.643 2.167 -0.029 0.222 -0.700
C -2.047 -7.468 1.199 0.104 0.221 0.695
N -3.187 -6.824 1.860 0.141 -0.057 -0.213
C -4.246 -6.408 0.935 0.165 0.398 0.251
C -3.893 -5.325 -0.103 -0.410 0.112 0.133
O -3.626 -4.040 0.464 0.096 -0.576 -0.311
C -2.287 -3.857 0.903 -0.171 0.406 0.077
H 0.113 -5.085 4.017 -0.050 -0.115 -0.135
H -1.540 -5.719 3.993 -0.124 -0.056 0.203
H -0.180 -6.760 4.521 -0.107 0.056 -0.007
H -1.160 -8.196 3.067 -0.082 0.227 -0.023
H -0.090 -8.229 1.662 -0.070 0.011 0.021
H -2.356 -8.451 0.826 -0.022 0.057 0.024
H -1.696 -6.871 0.352 0.205 -0.121 -0.135
H -2.858 -6.001 2.360 -0.062 -0.226 -0.127
H -5.065 -6.023 1.556 0.056 -0.003 -0.163
H -4.634 -7.291 0.418 0.093 -0.005 -0.058
H -4.777 -5.188 -0.738 0.239 0.037 0.050
H -3.087 -5.630 -0.778 0.144 0.021 0.151
H -1.567 -4.411 0.293 -0.084 -0.055 0.098
H -2.195 -4.135 1.956 0.243 -0.082 -0.028
H -2.053 -2.790 0.827 -0.086 -0.141 -0.043
C 4.560 -0.689 -7.881 -0.017 -0.383 0.101
O 4.633 -1.537 -6.743 0.260 0.485 -0.184
C 5.398 -0.974 -5.670 -0.356 -0.363 0.578
C 4.483 -0.621 -4.485 0.040 0.317 -0.695
N 3.620 0.522 -4.801 0.123 -0.277 0.050
C 2.562 0.751 -3.813 -0.245 -0.085 -0.387
C 1.495 -0.351 -3.650 -0.221 0.562 0.238
O 0.652 -0.517 -4.792 0.421 -0.307 0.131
C 1.181 -1.372 -5.796 -0.457 0.228 -0.026
H 4.101 -1.252 -8.697 0.033 -0.027 0.161
H 3.940 0.184 -7.677 0.061 0.225 -0.078
H 5.560 -0.374 -8.201 -0.091 0.078 0.024
H 5.993 -0.111 -5.992 -0.244 0.001 -0.052
H 6.097 -1.752 -5.345 -0.033 0.062 -0.001
H 5.101 -0.377 -3.614 -0.063 0.016 -0.047
H 3.888 -1.508 -4.250 0.153 -0.226 0.084
H 3.184 0.367 -5.707 0.131 0.020 0.243
H 2.048 1.672 -4.117 -0.005 -0.134 0.131
H 3.020 0.955 -2.840 0.006 -0.105 -0.028
H 0.831 -0.038 -2.837 0.173 -0.208 -0.200
H 1.920 -1.310 -3.334 0.070 -0.046 -0.176
H 1.801 -2.172 -5.380 0.061 0.139 -0.014
H 1.744 -0.789 -6.528 0.189 -0.200 -0.064
H 0.339 -1.831 -6.323 0.050 0.065 0.113
```
Positions in Å, forces in eV/Å.

Output
- orbital gap (eV) = 7.1
- net charge = -1
- energy (hartree) = -2801.09473
- E_LUMO (eV) = 1.7

Mulliken population analysis, charges in e, atoms 1 to 8: -0.854, -0.438, 0.041, 0.028, -0.601, -0.336, -0.082, -0.582